# 1
A 2-piece molecular cluster, C5H8NO overall in a non-equilibrium geometry, computed with ωB97M-V/def2-TZVPD.

ORCA input file:
```
! wB97M-V def2-TZVPD RIJCOSX def2/J DEFGRID3
* xyz 1 1
C -2.008 0.214 0.033
C 1.123 -0.563 0.457
C -1.942 1.435 0.111
C -2.414 -1.155 -0.139
C 3.421 0.329 -0.229
N 2.081 -0.078 0.024
O -0.001 -0.807 0.667
H -2.851 1.918 0.265
H -1.014 2.091 0.160
H -2.615 -1.680 0.829
H -1.689 -1.595 -0.728
H -3.278 -1.211 -0.807
H 3.477 1.383 -0.194
H 3.815 -0.028 -1.120
H 3.895 -0.252 0.670
*
```

Frontier orbital gap in eV: 8.365
Energy relative to the best compared isomer or geometry (same formula, charge and spin) in kcal per mole: 76.5
Strongest force on any atom in eV/A: 4.97
DFT total energy in a.u.: -324.916996

# 2
C30H25BrF6NPRuSSb as an isolated structure in a non-equilibrium geometry, computed with ωB97M-V/def2-TZVPD.

ORCA input file:
```
! wB97M-V def2-TZVPD RIJCOSX def2/J DEFGRID3
* xyz 2 2
Ru -0.411 -0.702 -0.211
N 1.866 -0.374 -1.244
C 2.590 0.799 -0.937
C 3.955 0.761 -0.678
C 4.650 1.942 -0.476
C 3.995 3.164 -0.535
C 2.628 3.214 -0.752
C 1.912 2.030 -0.910
P 0.094 1.980 -1.003
C -0.459 1.648 0.715
C -1.835 1.384 0.912
C -2.340 1.301 2.203
C -1.494 1.457 3.291
C -0.136 1.694 3.100
C 0.392 1.783 1.826
C -0.462 3.643 -1.416
C -0.301 4.072 -2.738
C -0.617 5.372 -3.083
C -1.120 6.237 -2.118
C -1.279 5.808 -0.804
C -0.986 4.505 -0.448
H 1.426 -0.324 -2.168
H 2.460 -1.203 -1.203
H 4.477 -0.185 -0.675
H 5.714 1.911 -0.308
H 4.544 4.081 -0.393
H 2.114 4.161 -0.773
H -2.515 1.371 0.064
H -3.396 1.134 2.357
H -1.892 1.412 4.293
H 0.512 1.826 3.954
H 1.439 2.018 1.686
H 0.067 3.386 -3.486
H -0.493 5.709 -4.101
H -1.400 7.243 -2.390
H -1.636 6.496 -0.051
H -1.117 4.176 0.573
F -1.608 -0.349 -2.206
Sb -3.545 -1.191 -2.048
F -3.959 0.628 -1.636
F -3.586 -1.062 -3.921
F -5.158 -1.796 -1.323
F -2.790 -2.959 -2.175
F -2.754 -1.301 -0.137
S 0.004 -2.698 -1.673
C -0.107 -4.370 -1.329
C -0.139 -4.890 -0.024
C -0.167 -6.254 0.157
C -0.173 -7.112 -0.948
C -0.176 -6.596 -2.243
C -0.131 -5.237 -2.444
H -0.119 -4.208 0.816
H -0.175 -6.666 1.155
H -0.164 -8.181 -0.800
H -0.208 -7.263 -3.091
H -0.122 -4.823 -3.440
Br 0.722 -2.015 6.144
C 0.499 -1.820 4.271
C 1.556 -1.321 3.505
C 1.385 -1.136 2.149
C 0.157 -1.428 1.550
C -0.867 -1.999 2.311
C -0.710 -2.177 3.672
H 2.497 -1.077 3.973
H 2.203 -0.740 1.558
H -1.797 -2.302 1.841
H -1.516 -2.589 4.261
*
```

Frontier orbital gap (spin up / spin down) in eV: 3.178 / 3.473
Energy relative to the best compared isomer or geometry (same formula, charge and spin) in kcal per mole: 53.9
Strongest force on any atom in eV/A: 2.73
DFT total energy in a.u.: -5460.250135
Expectation value of S²: 0.89

# 3
The molecule C20H29F3N2OS, computed with ωB97M-V/def2-TZVPD.

ORCA input file:
```
! wB97M-V def2-TZVPD RIJCOSX def2/J DEFGRID3
* xyz 0 1
C -5.630 -2.966 -1.138
S -4.074 -2.536 -0.314
C -4.493 -0.871 0.298
C -4.598 0.164 -0.824
C -4.347 1.538 -0.224
O -5.222 2.093 0.417
N -3.118 2.086 -0.381
C -2.870 3.376 0.230
C -2.036 1.548 -1.183
C -1.307 0.343 -0.567
C -0.081 -0.025 -1.401
C 0.622 -1.229 -0.781
N 1.037 -0.907 0.569
C 1.935 -1.875 1.165
C 2.971 -1.171 2.062
C 3.785 -0.230 1.229
C 3.300 1.037 0.924
C 4.007 1.889 0.096
C 5.218 1.493 -0.445
C 5.709 0.232 -0.139
C 7.005 -0.246 -0.723
F 6.813 -1.128 -1.727
F 7.757 0.739 -1.235
F 7.776 -0.882 0.178
C 4.997 -0.629 0.686
C -0.112 -0.612 1.402
C -0.847 0.612 0.863
H -5.532 -3.991 -1.477
H -6.445 -2.885 -0.425
H -5.792 -2.308 -1.986
H -5.421 -0.936 0.865
H -3.687 -0.621 0.988
H -3.901 -0.076 -1.623
H -5.612 0.163 -1.227
H -2.001 3.327 0.887
H -3.749 3.648 0.811
H -2.700 4.136 -0.537
H -2.402 1.277 -2.180
H -1.312 2.356 -1.317
H -1.973 -0.523 -0.554
H 0.616 0.815 -1.424
H -0.373 -0.261 -2.426
H 1.512 -1.470 -1.367
H -0.058 -2.100 -0.804
H 1.393 -2.630 1.756
H 2.471 -2.395 0.369
H 2.456 -0.623 2.850
H 3.609 -1.927 2.522
H 2.355 1.349 1.341
H 3.618 2.869 -0.134
H 5.779 2.152 -1.089
H 5.397 -1.608 0.904
H 0.234 -0.415 2.420
H -0.811 -1.469 1.441
H -0.167 1.467 0.872
H -1.699 0.837 1.508
*
```

Frontier orbital gap in eV: 9.334
Energy relative to the best compared isomer or geometry (same formula, charge and spin) in kcal per mole: 3.8
Strongest force on any atom in eV/A: 0.65
DFT total energy in a.u.: -1662.079726
SMILES string: CSCCC(=O)N(C)CC1CCN(CCc2cccc(C(F)(F)F)c2)CC1

# 4
The molecule C5H4BrNO3 in a non-equilibrium geometry, computed with ωB97M-V/def2-TZVPD.

ORCA input file:
```
! wB97M-V def2-TZVPD RIJCOSX def2/J DEFGRID3
* xyz 0 1
O -1.399 2.723 0.932
N -0.581 2.365 0.111
O 0.150 3.075 -0.531
C -0.453 0.932 -0.079
C -1.051 0.033 0.735
C -0.714 -1.344 0.570
C 0.285 -1.676 -0.288
C 1.024 -0.649 -0.965
Br 3.131 -0.781 0.220
O 0.510 0.603 -0.973
H -1.757 0.368 1.478
H -1.244 -2.089 1.137
H 0.592 -2.696 -0.438
H 1.505 -0.863 -1.911
*
```

Frontier orbital gap (spin up / spin down) in eV: 7.473 / 7.472
Energy relative to the best compared isomer or geometry (same formula, charge and spin) in kcal per mole: 3.3
Strongest force on any atom in eV/A: 1.81
DFT total energy in a.u.: -3047.266591
SMILES string: O=[N+]([O-])C1=CC=C[C@H](Br)O1